Record 1
{
  "formula": "C57H40F10HfOP3S4Sb",
  "method": "wB97M-V/def2-TZVPD",
  "largest_force_ev_per_a": 1.1,
  "spin_multiplicity": 2,
  "gap_ev": [7.65, 6.00],
  "e_lumo_ev": [-3.00, -4.63],
  "total_charge": 1,
  "symbols": ["Hf", "O", "S", "C", "C", "C", "C", "C", "C", "P", "C", "C", "C", "C", "C", "C", "C", "C", "C", "C", "C", "C", "C", "C", "C", "C", "C", "C", "P", "C", "C", "C", "C", "C", "C", "C", "C", "C", "C", "C", "C", "H", "H", "H", "H", "H", "H", "H", "H", "H", "H", "H", "H", "H", "H", "H", "H", "H", "H", "H", "H", "H", "H", "H", "H", "H", "H", "H", "H", "S", "Sb", "S", "S", "F", "F", "C", "F", "F", "C", "C", "C", "C", "C", "C", "P", "C", "C", "C", "C", "C", "C", "C", "F", "F", "F", "C", "C", "C", "C", "C", "C", "C", "F", "F", "F", "H", "H", "H", "H", "H", "H", "H", "H", "H", "H", "H", "H"],
  "positions_angstrom": [[0.617, -0.399, 0.329], [-0.128, -0.471, 2.243], [-0.562, 0.911, 2.839], [0.660, 1.132, 4.104], [0.520, 0.768, 5.437], [1.555, 1.047, 6.316], [2.702, 1.675, 5.857], [2.867, 1.948, 4.504], [1.867, 1.651, 3.587], [2.154, 1.741, 1.742], [1.865, 3.514, 1.401], [0.562, 3.927, 1.104], [0.279, 5.274, 0.907], [1.297, 6.217, 0.989], [2.592, 5.812, 1.283], [2.875, 4.470, 1.498], [3.938, 1.481, 1.509], [4.471, 1.972, 0.318], [5.783, 1.698, -0.039], [6.574, 0.916, 0.789], [6.045, 0.403, 1.967], [4.731, 0.678, 2.326], [-2.167, 0.528, 3.505], [-2.590, 0.982, 4.749], [-3.852, 0.626, 5.202], [-4.673, -0.162, 4.413], [-4.275, -0.525, 3.132], [-3.035, -0.155, 2.622], [-2.679, -0.294, 0.802], [-3.574, 1.191, 0.206], [-4.551, 1.895, 0.913], [-5.158, 3.014, 0.352], [-4.802, 3.442, -0.921], [-3.819, 2.761, -1.626], [-3.202, 1.657, -1.054], [-3.685, -1.713, 0.254], [-3.599, -2.927, 0.937], [-4.248, -4.054, 0.451], [-4.978, -3.983, -0.727], [-5.056, -2.783, -1.419], [-4.413, -1.651, -0.933], [-0.363, 0.261, 5.792], [1.462, 0.769, 7.360], [3.494, 1.922, 6.553], [3.800, 2.374, 4.154], [-0.231, 3.199, 1.001], [-0.734, 5.583, 0.677], [1.081, 7.266, 0.822], [3.389, 6.543, 1.346], [3.890, 4.176, 1.732], [3.855, 2.565, -0.350], [6.180, 2.096, -0.965], [7.601, 0.705, 0.517], [6.655, -0.222, 2.609], [4.335, 0.247, 3.236], [-1.965, 1.620, 5.354], [-4.183, 0.960, 6.177], [-5.652, -0.454, 4.775], [-4.964, -1.065, 2.492], [-4.856, 1.582, 1.903], [-5.917, 3.550, 0.911], [-5.284, 4.309, -1.358], [-3.524, 3.090, -2.614], [-2.411, 1.154, -1.590], [-3.009, -3.003, 1.844], [-4.178, -4.990, 0.992], [-5.486, -4.860, -1.104], [-5.626, -2.723, -2.337], [-4.496, -0.718, -1.478], [2.408, -1.937, 1.865], [2.215, -3.108, -0.213], [2.842, -0.843, -0.839], [-0.149, -2.677, -0.368], [-0.203, 1.315, -0.090], [-4.292, 1.696, -7.372], [-4.546, 1.785, -6.058], [-5.586, 0.982, -5.793], [-4.935, 3.048, -5.815], [-3.336, 1.423, -5.243], [-3.241, 0.184, -4.626], [-2.107, -0.127, -3.894], [-1.059, 0.790, -3.769], [-1.167, 2.025, -4.397], [-2.303, 2.337, -5.136], [0.393, 0.183, -2.808], [1.584, 1.595, -2.875], [1.215, 2.820, -2.314], [2.103, 3.886, -2.271], [3.384, 3.736, -2.777], [3.782, 2.521, -3.313], [2.890, 1.457, -3.353], [4.367, 4.869, -2.677], [3.758, 6.061, -2.667], [5.242, 4.861, -3.690], [5.088, 4.784, -1.538], [1.045, -0.962, -4.094], [1.125, -2.326, -3.838], [1.526, -3.213, -4.835], [1.845, -2.731, -6.092], [1.748, -1.374, -6.370], [1.342, -0.500, -5.378], [2.325, -3.676, -7.162], [2.028, -3.227, -8.389], [3.660, -3.827, -7.105], [1.783, -4.894, -7.029], [-4.050, -0.528, -4.713], [-2.039, -1.097, -3.406], [-0.370, 2.753, -4.331], [-2.383, 3.301, -5.625], [0.222, 2.949, -1.899], [1.797, 4.830, -1.837], [4.787, 2.400, -3.701], [3.224, 0.511, -3.760], [0.833, -2.705, -2.866], [1.578, -4.276, -4.633], [1.977, -1.007, -7.362], [1.247, 0.554, -5.614]],
  "lowdin_spin": [-0.01, 0.00, 0.00, 0.00, 0.00, 0.00, 0.00, 0.00, 0.00, 0.00, 0.00, 0.00, 0.00, 0.00, 0.00, 0.00, 0.00, 0.00, 0.00, 0.00, 0.00, 0.00, 0.00, 0.00, 0.00, 0.00, 0.00, 0.00, 0.00, 0.00, 0.00, 0.00, 0.00, 0.00, 0.00, 0.00, 0.00, 0.00, 0.00, 0.00, 0.00, 0.00, 0.00, 0.00, 0.00, 0.00, 0.00, 0.00, 0.00, 0.00, 0.00, 0.00, 0.00, 0.00, 0.00, 0.00, 0.00, 0.00, 0.00, 0.00, 0.00, 0.00, 0.00, 0.00, 0.00, 0.00, 0.00, 0.00, 0.00, 0.59, -0.01, 0.38, 0.00, 0.00, 0.00, 0.00, 0.00, 0.00, 0.00, 0.00, 0.00, 0.00, 0.00, 0.00, 0.01, 0.01, 0.00, 0.00, 0.00, 0.00, 0.01, 0.00, 0.00, 0.00, 0.00, 0.00, 0.00, 0.00, 0.00, 0.00, 0.00, 0.00, 0.00, 0.00, 0.00, 0.00, 0.00, 0.00, 0.00, 0.00, 0.00, 0.00, 0.00, 0.00, 0.00, 0.00, 0.00]
}

***

Record 2
{
  "formula": "C2H3OPt",
  "method": "wB97M-V/def2-TZVPD",
  "largest_force_ev_per_a": 13.5,
  "spin_multiplicity": 4,
  "gap_ev": [7.57, 8.23],
  "e_lumo_ev": [0.59, -1.78],
  "symbols": ["C", "C", "O", "Pt", "H", "H", "H"],
  "positions_angstrom": [[-0.166, -0.876, 0.420], [-0.468, 0.234, -0.286], [0.250, 1.329, -0.388], [1.817, 1.783, -0.205], [0.682, -0.899, 1.111], [-0.737, -1.790, 0.258], [-1.378, 0.220, -0.909]],
  "nbo_charge": [-0.43, 0.11, -0.67, 0.38, 0.21, 0.22, 0.18]
}

***

Record 3
{
  "formula": "C5H3N3",
  "method": "wB97M-V/def2-TZVPD",
  "largest_force_ev_per_a": 4.8,
  "gap_ev": 7.65,
  "e_lumo_ev": -1.85,
  "symbols": ["C", "C", "C", "C", "C", "H", "H", "H", "N", "N", "N"],
  "positions_angstrom": [[1.004, 0.718, 1.337], [0.222, 0.622, -0.558], [-0.991, -0.451, -1.834], [-0.058, -0.745, 0.042], [0.241, -0.628, 1.307], [1.640, 1.043, 2.164], [-1.781, -0.408, -2.646], [0.141, -1.201, 2.418], [0.873, 1.540, 0.294], [-0.555, 0.882, -1.571], [-0.735, -1.371, -0.952]],
  "nbo_charge": [0.15, 0.38, 0.29, 0.07, -0.23, 0.20, 0.21, 0.26, -0.42, -0.43, -0.47]
}

***

Record 4
{
  "formula": "C12H20O4Si",
  "method": "wB97M-V/def2-TZVPD",
  "smiles": "C=CCO[Si](OCC=C)(OCC=C)OCC=C",
  "largest_force_ev_per_a": 2.5,
  "gap_ev": 10.64,
  "e_lumo_ev": 0.95,
  "symbols": ["C", "C", "C", "O", "Si", "O", "C", "C", "C", "O", "C", "C", "C", "O", "C", "C", "C", "H", "H", "H", "H", "H", "H", "H", "H", "H", "H", "H", "H", "H", "H", "H", "H", "H", "H", "H", "H"],
  "positions_angstrom": [[1.742, 2.482, 3.674], [2.301, 2.282, 2.497], [1.948, 1.133, 1.600], [0.591, 0.942, 1.450], [0.094, 0.076, 0.136], [-1.519, -0.248, 0.086], [-2.404, 0.827, -0.114], [-3.721, 0.480, 0.376], [-4.322, -0.578, -0.104], [0.455, 0.945, -1.233], [0.403, 0.151, -2.400], [0.927, 0.884, -3.586], [0.368, 1.976, -4.021], [0.947, -1.317, 0.174], [0.673, -2.103, 1.288], [0.842, -3.543, 0.961], [1.004, -3.993, -0.271], [0.825, 1.962, 3.962], [2.094, 3.188, 4.368], [3.216, 2.808, 2.289], [2.347, 1.253, 0.560], [2.417, 0.228, 1.980], [-2.380, 1.044, -1.210], [-2.047, 1.751, 0.378], [-4.209, 1.086, 1.080], [-5.279, -0.911, 0.217], [-3.822, -1.186, -0.836], [-0.629, -0.163, -2.569], [0.987, -0.757, -2.258], [1.868, 0.608, -3.995], [-0.568, 2.296, -3.612], [0.807, 2.546, -4.813], [-0.367, -1.849, 1.593], [1.338, -1.788, 2.090], [0.824, -4.212, 1.810], [1.040, -3.275, -1.067], [1.205, -5.025, -0.479]],
  "nbo_charge": [-0.37, -0.20, -0.09, -0.90, 2.49, -0.90, -0.10, -0.22, -0.34, -0.89, -0.12, -0.21, -0.35, -0.91, -0.10, -0.20, -0.39, 0.19, 0.19, 0.20, 0.18, 0.18, 0.18, 0.18, 0.20, 0.20, 0.19, 0.18, 0.19, 0.20, 0.19, 0.20, 0.19, 0.18, 0.20, 0.20, 0.20]
}